[1]
Below is a structure of composition C27H33AsBrN8O8S2Ti at a distorted geometry, with properties calculated with ωB97M-V/def2-TZVPD.

Each line ends with the Mulliken charge.
Element x y z (Å)
Ti 0.09 0.75 -0.21  1.20
C 2.79 0.00 1.64  -1.15
C 1.66 0.22 2.63  -0.75
N 0.36 -0.27 2.13  -0.18
C 0.17 -1.71 2.40  -1.01
C 1.02 -2.61 1.51  -0.94
N 1.13 -2.11 0.17  0.09
C 2.38 -2.10 -0.53  -1.15
C 2.98 -0.68 -0.70  -0.71
N 2.41 0.29 0.25  0.00
H 3.15 -1.02 1.70  0.39
H 3.64 0.63 1.94  0.55
H 1.56 1.28 2.83  0.33
H 1.92 -0.26 3.58  0.53
H -0.35 0.20 2.67  0.18
H -0.88 -1.92 2.24  0.38
H 0.40 -1.93 3.45  0.56
H 0.59 -3.63 1.56  0.45
H 2.02 -2.71 1.92  0.47
H 0.31 -2.18 -0.41  0.00
H 2.25 -2.52 -1.53  0.51
H 3.10 -2.75 -0.02  0.31
H 2.79 -0.30 -1.69  0.08
H 4.07 -0.73 -0.56  0.70
H 2.77 1.19 -0.02  0.12
N -8.54 0.95 1.39  -0.58
C -7.26 1.08 0.88  1.10
C -6.16 1.21 1.73  -1.00
C -4.89 1.39 1.21  -0.23
C -4.70 1.42 -0.16  -0.53
C -5.78 1.29 -1.01  -0.27
C -7.05 1.12 -0.50  -0.90
S -3.07 1.69 -0.80  1.43
O -3.14 1.64 -2.24  -0.84
O -2.59 2.91 -0.19  -0.74
N -2.15 0.50 -0.18  1.07
C -2.55 -0.78 -0.46  -0.58
N -1.81 -1.76 0.08  0.11
C -2.15 -3.01 -0.21  0.07
C -3.23 -3.33 -1.02  -1.09
C -3.94 -2.25 -1.51  -0.51
N -3.62 -0.99 -1.24  -0.20
H -8.61 0.59 2.33  0.22
H -9.22 0.55 0.77  0.22
H -6.31 1.18 2.80  0.31
H -4.05 1.50 1.89  0.22
H -5.60 1.29 -2.08  0.54
H -7.89 1.02 -1.18  0.29
H -1.54 -3.79 0.22  0.30
H -3.49 -4.35 -1.26  0.45
H -4.81 -2.39 -2.15  0.44
O -1.60 -0.62 -3.63  -0.67
As 0.13 -0.44 -3.42  1.07
O 0.98 -1.66 -4.04  -0.83
O 0.22 -0.39 -1.72  0.78
C 0.47 1.22 -4.38  -0.26
C 0.37 1.00 -5.75  -0.86
C 0.49 2.04 -6.66  -0.73
C 0.72 3.33 -6.21  -0.59
C 0.83 3.57 -4.84  -0.39
C 0.71 2.52 -3.95  0.37
S 0.96 2.84 -2.22  1.32
O 2.10 2.02 -1.83  -0.80
O 1.08 4.25 -2.00  -0.70
O -0.27 2.25 -1.61  -0.12
H -2.10 0.10 -3.21  0.38
H 0.20 -0.01 -6.12  0.43
H 0.41 1.84 -7.72  0.39
H 0.81 4.15 -6.90  0.39
H 1.02 4.56 -4.46  0.53
Br 2.70 3.58 0.93  0.04
C 0.89 3.62 1.45  0.23
C 0.43 4.81 1.99  -0.91
C -0.82 4.83 2.57  -0.42
C -1.56 3.66 2.60  -1.28
C -1.05 2.54 1.98  -0.37
N 0.16 2.51 1.38  0.84
H 1.06 5.68 1.97  0.46
H -1.21 5.74 3.00  0.42
H -2.54 3.61 3.05  0.44
H -1.64 1.63 1.91  0.57

**Energy above the lowest of the compared OMol25 structures with the same formula, charge and spin**: 154.2 kJ/mol
**Orbital gap (alpha / beta)**: 7.9911 / 8.0522 eV
**E_HOMO (alpha / beta)**: -8.22 / -8.23 eV
**Spin multiplicity**: 2
**<S²>**: 0.7522


[2]
Below is a structure of composition C27H33Cl2NORhS2Si, with properties calculated with ωB97M-V/def2-TZVPD.

Each line ends with the Mulliken charge.
Element x y z (Å)
Rh -0.20 -0.32 -0.02  0.30
Cl -0.41 -0.48 2.53  -0.23
C -1.31 -1.97 2.70  0.80
C -1.55 -2.41 3.99  -0.84
C -2.27 -3.57 4.17  -0.40
C -2.73 -4.28 3.08  -0.73
C -2.48 -3.83 1.80  0.08
Cl -3.09 -4.76 0.48  -0.19
C -1.75 -2.65 1.56  0.40
S -1.45 -2.16 -0.11  -0.27
H -1.18 -1.83 4.83  0.45
H -2.47 -3.93 5.18  0.39
H -3.30 -5.19 3.21  0.45
C -0.31 -0.16 -2.06  -0.97
Si 1.39 -0.68 -2.63  -0.42
C 2.44 0.17 -1.28  -1.14
N 1.86 -0.02 0.08  1.24
C 2.19 1.16 0.94  -1.27
C 3.68 1.30 1.19  -0.67
C 4.30 -0.02 1.69  -0.73
C 3.22 -1.07 1.95  -0.77
C 2.39 -1.30 0.69  -0.20
C 1.58 -2.54 -2.64  0.57
C 0.49 -3.40 -2.75  -0.31
C 0.66 -4.78 -2.79  -0.79
C 1.94 -5.32 -2.73  -0.48
C 3.04 -4.48 -2.63  -0.85
C 2.86 -3.10 -2.58  0.08
C 1.97 0.04 -4.26  0.71
C 1.99 1.43 -4.44  -0.49
C 2.39 1.99 -5.65  -0.74
C 2.77 1.16 -6.70  -0.44
C 2.75 -0.22 -6.54  -0.72
C 2.35 -0.77 -5.33  -0.21
H -1.13 -0.75 -2.47  0.74
H -0.49 0.90 -2.28  0.45
H 2.45 1.24 -1.50  0.63
H 3.49 -0.15 -1.28  0.43
H 1.65 1.06 1.88  0.48
H 1.78 2.04 0.43  0.44
H 3.82 2.09 1.93  0.50
H 4.18 1.64 0.28  0.24
H 4.89 0.14 2.59  0.39
H 4.99 -0.42 0.94  0.31
H 2.58 -0.76 2.78  0.32
H 3.66 -2.02 2.23  0.49
H 1.55 -1.97 0.89  -0.13
H 3.01 -1.78 -0.07  0.21
H -0.52 -3.00 -2.81  0.38
H -0.20 -5.43 -2.88  0.44
H 2.08 -6.39 -2.76  0.40
H 4.04 -4.89 -2.59  0.43
H 3.73 -2.46 -2.52  0.43
H 1.69 2.09 -3.64  0.22
H 2.40 3.06 -5.77  0.40
H 3.08 1.59 -7.64  0.39
H 3.04 -0.86 -7.36  0.40
H 2.34 -1.85 -5.22  0.34
C -1.68 4.05 0.38  -1.05
S -1.45 2.57 -0.59  0.47
C -3.07 1.83 -0.41  -0.91
O -0.53 1.75 0.31  -0.54
H -2.08 3.77 1.36  0.34
H -2.37 4.71 -0.15  0.42
H -0.71 4.52 0.48  0.38
H -3.75 2.31 -1.11  0.47
H -3.42 1.93 0.61  0.33
H -2.96 0.78 -0.68  0.17

**Net charge**: +1
**Energy above the lowest of the compared OMol25 structures with the same formula, charge and spin**: 0.0 kJ/mol
**Orbital gap (alpha / beta)**: 7.3323 / 7.3342 eV
**E_HOMO (alpha / beta)**: -11.17 / -11.17 eV
**Spin multiplicity**: 1


[3]
Below is a cluster of 3 separate species, C27H33ClF8IN3O7S in total at a distorted geometry, with properties calculated with ωB97M-V/def2-TZVPD.

Each line ends with the Mulliken charge.
Element x y z (Å)
N -1.30 6.61 1.50  -0.63
C -0.73 5.24 1.55  -0.22
C -1.71 4.23 2.29  0.27
O -2.77 4.92 2.90  -0.62
C -0.96 3.38 3.36  -1.68
C -1.05 1.88 3.11  -0.41
C -1.60 1.02 4.05  0.73
C -2.17 1.47 5.38  -1.10
O -3.53 0.93 5.50  -0.34
C -4.47 1.81 5.15  0.93
F -4.59 2.83 6.03  -0.28
F -5.66 1.19 5.11  -0.28
F -4.28 2.36 3.94  -0.23
C -1.67 -0.34 3.81  -0.74
C -1.23 -0.90 2.65  -0.73
C -0.67 -0.07 1.71  -0.59
C -0.58 1.29 1.94  0.71
S 0.17 2.24 0.62  -0.37
C -0.50 1.35 -0.78  0.64
C -0.87 2.07 -1.89  -0.46
O -0.70 3.44 -1.85  -0.50
C -1.39 1.40 -2.99  -0.59
C -1.75 2.24 -4.21  0.70
F -0.85 3.23 -4.42  -0.30
F -1.80 1.55 -5.36  -0.31
C -3.14 2.97 -3.97  0.81
F -2.90 4.27 -3.68  -0.25
F -3.88 2.98 -5.07  -0.26
F -3.81 2.49 -2.92  -0.24
C -1.55 0.04 -2.86  1.40
Cl -2.27 -0.88 -4.19  -0.27
C -1.19 -0.69 -1.75  0.43
C -1.40 -2.20 -1.75  -1.80
O -1.52 -2.76 -0.44  -0.16
N -2.11 -4.06 -0.53  0.16
O -1.28 -4.87 -0.45  -0.25
C -0.62 -0.02 -0.67  0.02
N -0.16 -0.67 0.51  0.65
C 1.31 -0.81 0.55  -0.52
C 1.90 -1.45 -0.72  -0.05
C 2.56 -0.41 -1.69  -0.96
I 4.42 0.37 -0.93  0.00
H -0.52 7.25 1.63  0.24
H -1.69 6.77 0.59  0.24
H 0.28 5.24 1.95  0.42
H -0.65 4.91 0.51  0.05
H -2.07 3.55 1.50  0.45
H -3.37 5.17 2.19  0.40
H 0.10 3.68 3.39  0.52
H -1.38 3.66 4.33  0.38
H -1.62 1.00 6.21  0.38
H -2.22 2.55 5.50  0.50
H -2.10 -0.98 4.58  0.43
H -1.27 -1.97 2.45  0.61
H 0.14 3.63 -2.27  0.30
H -2.29 -2.50 -2.31  0.62
H -0.50 -2.64 -2.21  0.37
H 1.58 -1.46 1.39  0.59
H 1.84 0.14 0.72  0.30
H 2.72 -2.08 -0.38  0.20
H 1.16 -2.04 -1.27  -0.16
H 2.77 -0.94 -2.64  0.51
H 1.85 0.40 -1.87  0.28
C 4.36 -5.91 0.57  -1.15
C 4.32 -4.39 0.58  0.25
O 4.11 -3.89 1.89  -0.53
H 3.43 -6.31 0.96  0.33
H 4.52 -6.29 -0.44  0.31
H 5.17 -6.27 1.21  0.35
H 3.51 -4.03 -0.05  -0.02
H 5.26 -3.97 0.19  0.26
H 4.83 -4.20 2.45  0.29
C 3.91 -4.43 -5.10  -1.12
C 3.05 -4.42 -3.85  -0.11
O 2.75 -3.09 -3.44  -0.40
H 4.84 -3.90 -4.92  0.28
H 4.14 -5.45 -5.41  0.37
H 3.40 -3.92 -5.92  0.35
H 3.56 -4.91 -3.03  0.05
H 2.10 -4.95 -4.03  0.30
H 2.29 -2.67 -4.17  0.23

**Orbital gap**: 8.0757 eV
**E_HOMO**: -8.48 eV
**Spin multiplicity**: 1


[4]
Below is a structure of composition C27H33F6GeMoNO11PS4 at a distorted geometry, with properties calculated with ωB97M-V/def2-TZVPD.

Each line ends with the Mulliken charge.
Element x y z (Å)
Mo -0.38 -0.20 0.06  0.77
F 4.93 -0.63 -0.06  -0.19
C 4.33 -0.41 1.10  0.53
F 5.20 0.16 1.94  -0.21
F 3.92 -1.56 1.62  -0.14
S 2.91 0.73 0.83  0.99
O 1.97 -0.08 0.05  -0.25
O 3.47 1.88 0.24  -0.57
N 2.39 0.98 2.31  -0.56
S 1.06 0.48 2.92  1.10
O 0.32 1.49 3.59  -0.68
O 0.29 -0.43 2.03  0.16
C 1.55 -0.74 4.21  0.56
F 2.13 -1.80 3.66  -0.17
F 0.44 -1.14 4.84  -0.20
F 2.37 -0.18 5.08  -0.22
O -1.50 3.46 -1.01  -0.59
S -0.52 2.58 -0.46  1.10
O -1.12 1.61 0.58  -0.50
O 0.73 3.09 0.00  -0.59
S -0.08 1.01 -1.84  -0.44
C -0.08 -2.69 -2.54  -1.40
Ge 0.42 -2.99 -0.68  0.08
C 2.25 -3.50 -0.46  0.67
C 2.63 -4.28 0.64  -0.18
C 3.93 -4.74 0.75  -0.75
C 4.86 -4.43 -0.22  -0.46
C 4.50 -3.65 -1.31  -0.72
C 3.20 -3.18 -1.43  -0.34
C -0.76 -4.03 0.47  0.83
C -0.80 -3.70 1.80  -0.12
C -1.63 -4.40 2.70  -1.07
C -2.42 -5.42 2.24  -0.96
C -2.39 -5.81 0.88  0.92
C -3.18 -6.88 0.40  -1.02
C -3.13 -7.26 -0.91  -0.61
C -2.27 -6.59 -1.80  -1.00
C -1.50 -5.55 -1.37  -0.68
C -1.54 -5.12 -0.02  0.72
H 0.40 -3.43 -3.18  0.61
H 0.23 -1.70 -2.87  0.51
H -1.16 -2.78 -2.64  0.33
H 1.89 -4.54 1.39  0.36
H 4.21 -5.35 1.60  0.42
H 5.88 -4.79 -0.13  0.40
H 5.24 -3.40 -2.07  0.42
H 2.93 -2.56 -2.28  0.31
H -0.20 -2.88 2.18  0.08
H -1.65 -4.12 3.74  0.48
H -3.07 -5.96 2.92  0.40
H -3.83 -7.39 1.10  0.42
H -3.74 -8.08 -1.26  0.40
H -2.22 -6.90 -2.84  0.44
H -0.84 -5.05 -2.07  0.40
C -5.54 -0.21 2.75  -1.97
C -4.06 0.09 2.62  1.92
C -3.67 1.36 3.37  -1.67
C -3.21 -1.09 3.06  -1.56
O -3.78 0.42 1.22  -0.47
P -3.64 -0.60 0.03  0.28
O -4.45 -1.82 0.08  -0.89
O -2.08 -0.97 -0.06  1.57
O -3.84 0.40 -1.16  -0.50
C -4.30 0.04 -2.51  1.66
C -4.05 1.30 -3.32  -1.59
C -3.47 -1.12 -3.03  -1.37
C -5.78 -0.31 -2.45  -1.81
H -5.79 -0.38 3.79  0.47
H -5.80 -1.10 2.16  0.37
H -6.13 0.63 2.38  0.38
H -3.85 1.23 4.43  0.42
H -4.26 2.20 3.00  0.43
H -2.61 1.58 3.21  0.19
H -3.42 -1.31 4.11  0.63
H -2.15 -0.85 2.97  0.02
H -3.44 -1.97 2.47  0.43
H -2.99 1.56 -3.30  0.22
H -4.61 2.13 -2.90  0.39
H -4.37 1.14 -4.35  0.42
H -2.41 -0.85 -3.02  0.08
H -3.76 -1.36 -4.05  0.59
H -3.63 -2.01 -2.41  0.35
H -6.34 0.53 -2.02  0.38
H -5.94 -1.19 -1.83  0.35
H -6.15 -0.51 -3.45  0.47

**Energy above the lowest of the compared OMol25 structures with the same formula, charge and spin**: 286.2 kJ/mol
**Orbital gap (alpha / beta)**: 6.9936 / 6.2261 eV
**E_HOMO (alpha / beta)**: -8.64 / -8.87 eV
**Spin multiplicity**: 4
**<S²>**: 3.7713


[5]
Below is a structure of composition C27H33FN6OPV, with properties calculated with ωB97M-V/def2-TZVPD.

Each line ends with the Mulliken charge.
Element x y z (Å)
V -0.07 -0.34 -0.66  0.01
C -2.03 -3.38 1.89  -0.85
C -3.00 -2.63 2.54  -0.93
C -3.09 -1.27 2.28  -0.69
C -2.21 -0.70 1.37  0.07
N -1.28 -1.44 0.73  1.25
C -1.19 -2.74 1.00  -0.70
C -2.18 0.75 1.08  0.68
C -3.04 1.70 1.62  -1.00
C -2.86 3.03 1.26  -0.98
C -1.86 3.40 0.38  -0.91
C -1.03 2.41 -0.14  0.94
N -1.22 1.13 0.22  1.09
C 0.07 2.62 -1.10  0.27
C 0.50 3.87 -1.50  -1.02
C 1.54 3.97 -2.41  -0.56
C 2.13 2.81 -2.88  -0.97
C 1.65 1.59 -2.43  -0.14
N 0.65 1.49 -1.55  0.44
H -1.92 -4.44 2.08  0.52
H -3.67 -3.09 3.25  0.47
H -3.83 -0.67 2.79  0.52
H -0.40 -3.27 0.48  0.50
H -3.83 1.42 2.30  0.52
H -3.52 3.78 1.67  0.47
H -1.73 4.44 0.11  0.48
H 0.03 4.77 -1.12  0.45
H 1.90 4.93 -2.73  0.46
H 2.94 2.83 -3.59  0.46
H 2.07 0.65 -2.76  0.31
C 0.23 -4.11 -2.17  -0.66
N -0.76 -3.53 -3.07  0.45
C -1.41 -4.49 -3.97  -1.05
P -1.24 -1.97 -3.05  0.11
O -0.10 -1.15 -2.41  -0.54
N -2.63 -1.80 -2.18  0.75
C -3.35 -0.53 -2.18  -1.35
C -3.40 -2.93 -1.67  -1.09
N -1.52 -1.37 -4.53  0.33
C -2.80 -1.48 -5.23  -1.04
C -0.39 -1.06 -5.42  -0.93
H -0.24 -4.84 -1.50  0.28
H 0.72 -3.33 -1.59  -0.08
H 0.99 -4.63 -2.76  0.35
H -1.95 -5.24 -3.40  0.40
H -0.65 -4.99 -4.57  0.34
H -2.10 -3.99 -4.64  0.23
H -2.70 0.27 -2.55  0.30
H -3.67 -0.29 -1.16  0.38
H -4.24 -0.57 -2.81  0.43
H -2.79 -3.83 -1.65  0.36
H -4.29 -3.11 -2.28  0.27
H -3.73 -2.71 -0.65  0.30
H -3.57 -1.87 -4.56  0.32
H -2.72 -2.16 -6.08  0.38
H -3.11 -0.50 -5.59  0.31
H 0.52 -0.93 -4.83  0.16
H -0.60 -0.13 -5.95  0.36
H -0.23 -1.85 -6.15  0.31
F 5.24 -1.75 2.00  -0.31
C 4.08 -1.46 1.42  0.23
C 3.01 -1.06 2.20  -0.80
C 1.80 -0.78 1.58  -0.19
C 1.66 -0.86 0.19  0.73
C 2.77 -1.26 -0.56  0.03
C 3.98 -1.57 0.04  -0.79
H 3.14 -0.99 3.27  0.48
H 0.97 -0.48 2.22  0.32
H 2.70 -1.35 -1.64  0.28
H 4.84 -1.90 -0.53  0.49

**Net charge**: +2
**Energy above the lowest of the compared OMol25 structures with the same formula, charge and spin**: 0.0 kJ/mol
**Orbital gap (alpha / beta)**: 6.6039 / 7.1225 eV
**E_HOMO (alpha / beta)**: -13.38 / -13.80 eV
**Spin multiplicity**: 3
**<S²>**: 2.0246


[6]
Below is a structure of composition C27H33GeN2O3PdS3 at a distorted geometry, with properties calculated with ωB97M-V/def2-TZVPD.

Each line ends with the Mulliken charge.
Element x y z (Å)
Pd 1.03 1.40 0.23  0.40
O 2.16 2.49 1.35  -0.52
N 0.99 2.51 1.96  -0.44
N 0.27 3.71 1.48  1.30
O -0.09 3.73 0.36  -0.55
C 0.05 4.76 2.37  0.36
C -0.50 5.96 1.89  -0.35
C -0.66 7.00 2.77  -0.61
C -0.31 6.84 4.11  -0.38
C 0.21 5.64 4.58  -0.68
C 0.40 4.59 3.72  -0.17
H -0.76 6.05 0.85  0.45
H -1.05 7.95 2.42  0.40
H -0.43 7.67 4.79  0.41
H 0.47 5.53 5.63  0.41
H 0.79 3.64 4.05  0.50
C 1.19 -5.81 0.60  -1.28
C 0.26 -5.45 -0.56  -0.45
C -0.64 -4.25 -0.26  -0.78
C 0.15 -2.95 -0.08  -0.87
Ge -1.02 -1.39 -0.05  0.44
C -1.09 -0.58 1.74  -0.86
C -1.64 -1.47 2.87  -0.80
C -3.16 -1.57 2.96  -0.48
C -3.84 -2.17 1.73  -0.87
H 1.72 -6.74 0.39  0.41
H 0.61 -5.96 1.52  0.30
H 1.94 -5.04 0.78  0.29
H -0.36 -6.31 -0.80  0.42
H 0.86 -5.22 -1.45  0.15
H -1.22 -4.46 0.64  0.42
H -1.36 -4.14 -1.08  0.38
H 0.87 -2.84 -0.89  0.56
H 0.70 -2.96 0.87  0.82
H -2.35 -1.53 -0.78  -0.06
H -1.63 0.36 1.68  0.42
H -0.05 -0.35 1.97  0.47
H -1.27 -1.08 3.82  0.39
H -1.23 -2.48 2.77  0.24
H -3.57 -0.57 3.16  0.30
H -3.40 -2.18 3.83  0.37
H -3.87 -1.46 0.90  0.16
H -4.88 -2.44 1.96  0.44
H -3.33 -3.07 1.40  0.16
O -0.28 0.08 -0.98  -0.95
C 0.48 0.12 -2.21  4.54
C 0.61 -1.24 -2.86  -1.05
C 1.75 -1.90 -3.20  -0.42
C 1.51 -3.18 -3.76  -0.62
C 0.19 -3.48 -3.83  -0.55
S -0.78 -2.20 -3.24  0.15
C 1.88 0.60 -1.79  -1.83
C 2.64 0.05 -0.77  0.33
C 3.94 0.65 -0.69  -1.01
C 4.13 1.60 -1.64  -0.54
S 2.76 1.81 -2.64  -0.14
C -0.18 1.14 -3.12  -0.70
C -0.35 2.47 -2.85  -0.44
C -0.99 3.18 -3.90  -0.88
C -1.29 2.37 -4.96  -0.45
S -0.81 0.76 -4.68  -0.04
H 2.74 -1.48 -3.07  0.59
H 2.30 -3.86 -4.08  0.46
H -0.28 -4.38 -4.20  0.54
H 2.39 -0.87 -0.28  0.46
H 4.68 0.37 0.05  0.47
H 5.01 2.21 -1.80  0.50
H -0.03 2.94 -1.93  0.52
H -1.20 4.24 -3.88  0.42
H -1.77 2.63 -5.89  0.47

**Net charge**: +1
**Orbital gap**: 5.8352 eV
**E_HOMO**: -11.18 eV
**Spin multiplicity**: 1


What did we get for energy? Answer: -8544.43380, -3295.24098, -3694.46383, -6609.61456, -2837.32856, -4782.81878 a.u., in the order shown.